No. 1
Entry from OMol25: 7 unconnected molecules or ions with the total composition C25H36N4O5 (ωB97M-V/def2-TZVPD).

```
70
Properties=species:S:1:pos:R:3
O -19.066 -10.773 -4.365
C -19.390 -9.649 -3.973
O -19.842 -8.657 -4.744
C -20.301 -7.544 -4.037
C -19.435 -7.633 -2.782
C -19.275 -9.160 -2.532
H -21.353 -7.491 -3.757
H -20.042 -6.619 -4.551
H -19.755 -7.088 -1.893
H -18.466 -7.165 -2.957
H -20.041 -9.533 -1.851
H -18.315 -9.527 -2.167
O -9.667 -16.524 -0.033
C -9.080 -15.696 0.673
O -9.704 -15.267 1.734
C -8.824 -14.380 2.398
C -7.745 -13.971 1.505
C -7.697 -15.085 0.496
H -8.410 -14.956 3.226
H -9.293 -13.476 2.786
H -6.719 -13.815 1.839
H -7.868 -12.999 1.027
H -7.060 -15.930 0.754
H -7.532 -14.793 -0.541
C -22.678 -14.971 -2.722
O -21.981 -13.912 -1.987
H -23.109 -15.769 -2.117
H -23.623 -14.474 -2.944
H -22.220 -15.412 -3.607
H -21.048 -13.861 -2.206
N -16.889 -11.267 4.454
C -17.388 -11.941 5.531
C -17.429 -11.001 6.551
C -16.559 -9.886 6.219
C -16.347 -10.066 4.816
H -16.898 -11.766 3.576
H -17.858 -12.914 5.535
H -17.865 -11.114 7.533
H -16.298 -9.042 6.840
H -15.890 -9.312 4.192
N -15.392 -15.894 0.183
C -16.521 -16.575 0.462
C -17.452 -15.565 0.525
C -17.008 -14.271 0.251
C -15.593 -14.504 0.076
H -14.484 -16.274 -0.042
H -16.506 -17.647 0.591
H -18.478 -15.751 0.808
H -17.599 -13.372 0.159
H -14.786 -13.804 -0.086
N -10.122 -15.579 -4.691
C -11.303 -15.025 -5.012
C -11.185 -14.451 -6.260
C -9.825 -14.517 -6.633
C -9.225 -15.139 -5.598
H -9.931 -16.127 -3.865
H -12.211 -15.237 -4.467
H -11.944 -13.992 -6.876
H -9.384 -14.269 -7.587
H -8.189 -15.305 -5.339
N -20.435 -18.372 3.797
C -21.298 -19.023 2.955
C -20.651 -20.166 2.671
C -19.244 -19.989 2.825
C -19.159 -18.816 3.619
H -20.606 -17.468 4.213
H -22.359 -18.827 2.908
H -21.083 -21.082 2.298
H -18.387 -20.604 2.591
H -18.340 -18.215 3.987
```

Calculated values
E_tot: -1569.2662 a.u.
multiplicity: 1
highest occupied orbital energy: -8.073 eV
largest force on an atom: 5.063 eV/A
ΔE to the lowest compared entry with this formula, charge and spin: 181.9 kcal per mole
lowest unoccupied orbital energy: 0.4 eV


No. 2
Entry from OMol25: 2 unconnected molecules or ions with the total composition C25H36N5 (ωB97M-V/def2-TZVPD).

```
66
Properties=species:S:1:pos:R:3
C -1.751 -2.608 1.957
N -2.115 -1.226 2.129
C -2.028 -0.664 3.446
C -1.944 0.830 3.294
C -3.153 1.347 2.569
N -3.406 0.575 1.369
C -4.330 1.199 0.435
C -4.692 0.244 -0.683
C -3.496 -0.584 -1.115
N -2.908 -1.295 -0.012
C -2.825 -0.640 1.115
H -1.860 -2.825 0.890
H -0.720 -2.789 2.290
H -2.427 -3.245 2.544
H -2.905 -0.951 4.047
H -1.135 -1.086 3.919
H -1.876 1.293 4.283
H -1.035 1.097 2.742
H -4.042 1.319 3.219
H -3.008 2.397 2.282
H -5.228 1.507 0.983
H -3.856 2.105 0.026
H -5.496 -0.415 -0.337
H -5.077 0.817 -1.533
H -3.783 -1.363 -1.831
H -2.760 0.082 -1.604
C -6.192 -8.018 1.721
N -5.033 -8.526 1.012
C -5.140 -9.899 0.574
C -4.016 -7.722 0.581
C -3.694 -6.529 1.289
C -2.664 -5.733 0.855
C -1.993 -5.981 -0.374
C -0.985 -5.094 -0.816
C -0.618 -4.915 -2.173
C 0.759 -4.776 -2.502
C 1.163 -4.703 -3.814
C 0.206 -4.524 -4.850
N 0.624 -4.296 -6.132
C 1.810 -4.916 -6.679
C -0.186 -3.534 -7.056
C -1.176 -4.543 -4.516
C -1.575 -4.846 -3.230
C -2.331 -7.179 -1.082
C -3.251 -8.067 -0.567
H -5.983 -7.050 2.185
H -7.054 -7.906 1.041
H -6.473 -8.746 2.496
H -4.165 -10.398 0.636
H -5.848 -10.405 1.237
H -5.513 -9.977 -0.456
H -4.248 -6.275 2.194
H -2.374 -4.862 1.434
H -0.403 -4.556 -0.062
H 1.491 -4.790 -1.692
H 2.225 -4.715 -4.059
H 2.484 -5.237 -5.882
H 1.549 -5.795 -7.288
H 2.321 -4.194 -7.325
H -0.590 -2.636 -6.571
H 0.446 -3.225 -7.891
H -1.024 -4.118 -7.455
H -1.919 -4.365 -5.298
H -2.632 -4.975 -2.999
H -1.817 -7.409 -2.016
H -3.432 -9.019 -1.068
```

Calculated values
E_tot: -1247.7386 a.u.
multiplicity: 1
highest occupied orbital energy: -9.656 eV
largest force on an atom: 1.176 eV/A
lowest unoccupied orbital energy: -4.3 eV
net charge: +1


No. 3
Entry from OMol25: a molecular structure, C25H36O6PtSSeSi (ωB97M-V/def2-TZVPD).

```
71
Properties=species:S:1:pos:R:3
Pt -1.498 0.964 -0.837
O -4.461 3.959 -1.482
C -3.905 3.001 -0.934
O -2.993 2.288 -1.490
C -4.391 2.650 0.458
C -5.727 2.976 0.729
C -6.310 2.749 1.963
C -5.527 2.208 2.984
C -4.203 1.885 2.735
C -3.610 2.071 1.466
S -1.922 1.578 1.341
H -6.289 3.431 -0.077
H -7.354 2.994 2.133
H -5.948 2.034 3.972
H -3.587 1.461 3.523
Se -1.111 -0.752 -2.520
C -2.705 -1.772 -2.618
C -3.879 -1.403 -1.950
C -5.016 -2.208 -2.009
C -5.009 -3.396 -2.736
C -3.848 -3.762 -3.414
C -2.708 -2.956 -3.357
H -3.884 -0.478 -1.382
H -5.914 -1.901 -1.481
H -5.889 -4.028 -2.769
H -3.824 -4.683 -3.988
H -1.805 -3.248 -3.885
C 2.273 -2.697 2.126
C 1.194 -1.618 2.111
C 0.780 -1.274 3.530
C -0.021 -2.110 1.330
O 1.763 -0.419 1.562
Si 1.860 0.196 0.013
O 0.602 0.967 -0.543
O 3.174 1.240 0.111
C 3.446 2.244 1.097
C 4.224 1.622 2.253
C 4.305 3.286 0.409
C 2.153 2.890 1.608
O 2.454 -1.077 -0.881
C 3.133 -1.057 -2.144
C 4.637 -1.030 -1.878
C 2.742 0.157 -2.997
C 2.751 -2.337 -2.860
H 1.876 -3.633 2.540
H 3.125 -2.369 2.735
H 2.624 -2.876 1.104
H 0.416 -2.166 4.052
H -0.020 -0.524 3.512
H 1.636 -0.864 4.080
H -0.494 -2.948 1.857
H 0.260 -2.441 0.321
H -0.754 -1.312 1.216
H 5.179 1.221 1.889
H 3.645 0.797 2.678
H 4.420 2.366 3.034
H 5.224 2.821 0.033
H 4.569 4.093 1.099
H 3.760 3.708 -0.442
H 1.561 2.172 2.191
H 1.528 3.207 0.764
H 2.385 3.753 2.239
H 4.879 -0.168 -1.247
H 5.198 -0.957 -2.819
H 4.942 -1.942 -1.349
H 3.060 1.091 -2.510
H 1.656 0.204 -3.122
H 3.215 0.087 -3.983
H 3.009 -3.201 -2.235
H 3.274 -2.419 -3.820
H 1.669 -2.345 -3.036
```

Calculated values
E_tot: -4634.4133 a.u.
multiplicity: 1
highest occupied orbital energy: -0.948 eV
largest force on an atom: 1.482 eV/A
ΔE to the lowest compared entry with this formula, charge and spin: 0.0 kcal per mole
lowest unoccupied orbital energy: 4.5 eV
net charge: -2


No. 4
Entry from OMol25: a molecular structure, C25H37As3N4O7STi (ωB97M-V/def2-TZVPD).

```
78
Properties=species:S:1:pos:R:3
Ti -0.022 -0.091 -0.001
O -1.394 -2.646 2.176
C -1.566 -1.990 1.205
O -0.563 -1.823 0.249
C -2.794 -1.205 0.845
C -4.038 -1.798 0.736
C -5.105 -1.008 0.343
C -4.983 0.339 0.071
C -3.730 0.919 0.177
C -2.640 0.161 0.591
O -1.405 0.702 0.791
N -3.564 2.335 -0.187
O -2.468 2.666 -0.607
O -4.524 3.049 -0.067
N -6.433 -1.646 0.176
O -7.358 -0.920 -0.094
O -6.470 -2.852 0.285
H -4.189 -2.850 0.937
H -5.841 0.927 -0.225
C 0.205 0.219 3.721
As 1.416 -0.141 2.251
C 2.123 -1.907 2.640
C 2.842 1.149 2.561
C 3.844 1.407 1.431
C 4.346 0.086 0.839
C 3.228 2.287 0.331
As 1.931 1.481 -0.891
C 2.982 0.809 -2.377
C 1.019 3.034 -1.619
C 5.063 2.151 2.014
As 5.042 3.819 3.119
C 4.279 3.132 4.795
C 3.451 4.804 2.506
H 0.778 0.233 4.648
H -0.549 -0.564 3.777
H -0.273 1.185 3.570
H 2.931 -1.812 3.364
H 2.498 -2.387 1.739
H 1.321 -2.511 3.060
H 3.365 0.773 3.445
H 2.348 2.075 2.860
H 3.542 -0.499 0.372
H 4.799 -0.540 1.609
H 5.106 0.268 0.077
H 4.020 2.656 -0.326
H 2.738 3.162 0.759
H 3.605 1.620 -2.753
H 2.318 0.465 -3.166
H 3.622 -0.006 -2.045
H 1.774 3.758 -1.927
H 0.373 3.478 -0.864
H 0.424 2.746 -2.483
H 5.743 2.375 1.188
H 5.611 1.454 2.656
H 4.881 2.297 5.154
H 3.235 2.830 4.722
H 4.352 3.929 5.534
H 3.578 5.139 1.477
H 3.387 5.694 3.131
H 2.514 4.255 2.612
N -0.651 -2.702 -2.626
C -1.269 -1.559 -2.860
S -0.606 -0.009 -2.401
N -2.418 -1.542 -3.511
C -3.077 -2.713 -4.036
C -2.483 -3.430 -5.066
C -3.131 -4.553 -5.560
C -4.360 -4.933 -5.039
C -4.950 -4.196 -4.021
C -4.306 -3.080 -3.508
H 0.228 -2.721 -2.141
H -1.067 -3.577 -2.918
H -2.876 -0.646 -3.596
H -1.543 -3.099 -5.491
H -2.683 -5.118 -6.366
H -4.866 -5.803 -5.434
H -5.913 -4.490 -3.626
H -4.756 -2.500 -2.712
```

Calculated values
E_tot: -9674.8980 a.u.
multiplicity: 1
highest occupied orbital energy: -13.064 eV
largest force on an atom: 0.727 eV/A
ΔE to the lowest compared entry with this formula, charge and spin: 5.0 kcal per mole
lowest unoccupied orbital energy: -7.2 eV
net charge: +2


No. 5
Entry from OMol25: 6 unconnected molecules or ions with the total composition C25H37B3F15NO15 (ωB97M-V/def2-TZVPD).

```
96
Properties=species:S:1:pos:R:3
C 2.232 2.167 -1.000
C 0.904 1.596 -0.504
C 0.342 2.359 0.693
C -0.095 1.485 -1.670
C -0.707 2.838 -2.091
B -2.184 3.067 -1.667
O -2.730 4.346 -1.543
B -3.152 4.613 -0.258
O -3.704 3.566 0.456
B -3.910 2.401 -0.261
O -5.026 1.651 0.030
N -5.002 0.266 -0.468
O -4.203 -0.364 0.071
O -3.039 2.039 -1.267
H 2.891 2.401 -0.161
H 2.075 3.057 -1.609
H 2.747 1.418 -1.604
H 1.084 0.570 -0.177
H -0.526 1.845 1.114
H 1.087 2.394 1.491
H 0.081 3.394 0.461
H 0.442 1.076 -2.528
H -0.881 0.781 -1.394
H -0.154 3.666 -1.634
H -0.587 3.007 -3.166
H -3.015 5.679 0.243
C 1.241 -5.115 2.190
C 2.113 -5.324 0.975
O 2.055 -4.181 0.084
C 2.830 -3.162 0.398
O 3.578 -3.063 1.325
C 2.684 -2.045 -0.662
F 1.404 -1.824 -0.976
F 3.334 -2.387 -1.780
F 3.206 -0.907 -0.206
H 0.214 -4.898 1.893
H 1.249 -6.014 2.801
H 1.606 -4.285 2.794
H 1.763 -6.157 0.370
H 3.151 -5.509 1.249
C -7.390 2.329 -2.531
C -8.722 2.952 -2.876
O -8.917 4.192 -2.156
C -8.339 5.260 -2.675
O -7.682 5.324 -3.671
C -8.669 6.503 -1.813
F -8.538 6.244 -0.509
F -9.935 6.884 -2.039
F -7.863 7.512 -2.126
H -7.306 2.193 -1.453
H -7.288 1.358 -3.015
H -6.566 2.964 -2.856
H -9.550 2.320 -2.563
H -8.820 3.140 -3.944
C -0.093 7.457 -6.199
C 1.360 7.192 -6.516
O 1.895 6.141 -5.675
C 1.640 4.904 -6.062
O 1.029 4.549 -7.025
C 2.297 3.906 -5.078
F 2.088 4.266 -3.807
F 3.619 3.861 -5.290
F 1.799 2.686 -5.254
H -0.217 7.693 -5.142
H -0.449 8.301 -6.789
H -0.709 6.590 -6.433
H 1.981 8.057 -6.296
H 1.504 6.917 -7.560
C -0.949 -9.851 6.858
C -1.107 -10.702 5.620
O -0.825 -9.938 4.421
C 0.450 -9.808 4.104
O 1.398 -10.246 4.683
C 0.578 -9.006 2.787
F -0.220 -7.931 2.784
F 0.239 -9.780 1.748
F 1.832 -8.595 2.613
H -1.580 -8.965 6.796
H -1.241 -10.426 7.737
H 0.085 -9.532 6.984
H -2.134 -11.036 5.492
H -0.457 -11.576 5.643
C 5.035 -0.514 3.127
C 6.440 0.019 2.979
O 7.193 -0.133 4.208
C 7.731 -1.321 4.417
O 7.682 -2.282 3.710
C 8.522 -1.306 5.748
F 7.831 -0.707 6.724
F 9.672 -0.637 5.580
F 8.808 -2.545 6.133
H 4.532 -0.030 3.965
H 4.469 -0.322 2.216
H 5.039 -1.589 3.299
H 6.444 1.091 2.792
H 6.976 -0.475 2.170
```

Calculated values
E_tot: -3731.0546 a.u.
multiplicity: 1
highest occupied orbital energy: -11.072 eV
largest force on an atom: 0.938 eV/A
lowest unoccupied orbital energy: -0.6 eV


No. 6
Entry from OMol25: a molecular structure, C25H37Br3O12 (ωB97M-V/def2-TZVPD).

```
77
Properties=species:S:1:pos:R:3
O -2.012 -19.373 -2.847
C -2.773 -20.124 -3.359
O -2.359 -21.053 -4.266
C -3.419 -21.880 -4.729
C -4.703 -21.422 -4.014
C -4.285 -20.144 -3.278
H -3.208 -22.925 -4.486
H -3.485 -21.825 -5.816
H -5.106 -22.144 -3.298
H -5.543 -21.298 -4.697
H -4.679 -20.100 -2.267
H -4.592 -19.233 -3.799
O -6.325 -20.951 -7.031
C -7.476 -20.668 -6.842
O -8.493 -21.444 -7.251
C -9.647 -21.218 -6.432
C -9.481 -19.805 -5.861
C -8.019 -19.444 -6.126
H -9.652 -21.953 -5.626
H -10.562 -21.368 -7.000
H -9.803 -19.819 -4.816
H -10.165 -19.079 -6.300
H -7.427 -19.247 -5.236
H -7.975 -18.601 -6.811
O -8.069 -24.598 -6.565
C -6.937 -24.721 -6.212
O -6.605 -25.480 -5.117
C -5.190 -25.277 -4.864
C -4.630 -25.176 -6.268
C -5.653 -24.186 -6.838
H -4.760 -26.094 -4.288
H -5.118 -24.347 -4.294
H -4.701 -26.117 -6.812
H -3.592 -24.843 -6.318
H -5.728 -24.026 -7.907
H -5.500 -23.204 -6.371
O -11.834 -27.475 1.820
C -11.366 -26.415 1.536
O -10.447 -25.810 2.347
C -10.179 -24.455 1.986
C -10.970 -24.157 0.698
C -11.656 -25.505 0.381
H -9.097 -24.344 1.884
H -10.479 -23.800 2.806
H -10.381 -23.916 -0.187
H -11.677 -23.336 0.805
H -11.202 -25.904 -0.531
H -12.706 -25.446 0.102
O -11.891 -25.477 -3.134
C -11.892 -25.379 -4.327
O -12.745 -26.093 -5.097
C -12.507 -25.853 -6.486
C -11.655 -24.597 -6.562
C -10.933 -24.596 -5.208
H -13.448 -25.717 -7.019
H -12.009 -26.727 -6.907
H -12.199 -23.653 -6.612
H -10.975 -24.609 -7.414
H -10.780 -23.589 -4.834
H -9.977 -25.121 -5.204
O -5.102 -19.827 1.935
C -6.113 -20.190 2.452
O -7.144 -19.352 2.686
C -8.207 -19.963 3.394
C -7.919 -21.479 3.428
C -6.508 -21.613 2.817
H -9.165 -19.755 2.929
H -8.194 -19.595 4.419
H -8.586 -22.101 2.833
H -7.936 -21.865 4.444
H -6.509 -22.128 1.853
H -5.845 -22.207 3.439
C -7.709 -24.178 -2.255
Br -8.781 -25.741 -2.421
Br -7.681 -23.540 -0.451
Br -8.151 -22.790 -3.529
H -6.692 -24.414 -2.526
```

Calculated values
E_tot: -9599.7691 a.u.
multiplicity: 1
highest occupied orbital energy: -10.102 eV
largest force on an atom: 1.166 eV/A
ΔE to the lowest compared entry with this formula, charge and spin: 18.0 kcal per mole
lowest unoccupied orbital energy: -0.4 eV